[1]
Density functional theory data (ωB97M-V with the def2-TZVPD basis set) for the molecule C15H11N3OS.

Structure (XYZ):
```
31
Properties=species:S:1:pos:R:3:mulliken_charge:R:1
O 3.328 0.315 -0.178 -0.732
N -0.179 0.360 -0.015 -0.890
S 1.713 3.986 2.665 -0.188
C 2.093 0.219 -0.286 0.237
C 0.074 -0.799 -0.458 0.550
C 2.105 2.554 1.659 -0.427
C -0.009 3.024 0.842 -1.215
C 1.478 -0.947 -0.746 0.360
C 1.058 2.101 0.919 0.384
C 1.979 -1.982 -1.417 -0.745
C 0.164 4.038 1.826 0.811
C -2.877 -2.977 -0.658 -0.783
C -2.241 -4.037 -1.276 -0.405
C -2.122 -1.878 -0.364 -0.228
C -0.911 -4.078 -1.653 -0.433
C -0.807 -1.931 -0.656 0.221
C -0.251 -3.039 -1.387 0.254
N 1.017 0.969 0.139 0.654
N 1.087 -3.003 -1.829 -0.190
C -0.731 5.206 2.087 -1.080
H 3.039 1.982 1.652 0.419
H -0.715 3.244 0.113 0.384
H 2.998 -1.906 -1.654 0.521
H -3.922 -3.096 -0.473 0.445
H -2.807 -4.957 -1.486 0.315
H -2.689 -0.992 0.107 0.351
H -0.350 -4.907 -2.125 0.314
H 1.428 -3.941 -1.970 0.228
H -1.156 5.051 3.150 0.270
H -0.146 6.208 2.029 0.280
H -1.648 5.215 1.442 0.319
```

Calculated values
LUMO level: -0.002 Eh
SMILES: Cc1cc(-n2nc3c4ccccc4[nH]cc-3c2=O)cs1
total charge: 0
largest force on an atom: 0.16555 Eh/bohr
energy relative to the best compared isomer or geometry (same formula, charge and spin): 179.6 kJ/mol

[2]
Density functional theory data (ωB97M-V with the def2-TZVPD basis set) for a structure of composition C15H12AuN4OS.

Structure (XYZ):
```
34
Properties=species:S:1:pos:R:3:mulliken_charge:R:1
Au 0.297 1.851 0.840 0.860
C 0.723 -2.626 0.742 -1.307
C 0.602 -1.172 1.065 1.075
N 0.030 -0.340 0.268 0.000
N -0.591 -0.494 -0.840 -0.616
C -1.004 0.596 -1.509 0.595
O -0.818 1.764 -1.088 -0.866
C -1.700 0.352 -2.771 0.683
C -2.298 1.424 -3.445 -0.452
C -2.886 1.217 -4.677 -0.645
C -2.883 -0.053 -5.242 -0.331
C -2.302 -1.123 -4.573 -0.755
C -1.729 -0.929 -3.333 -0.167
C 1.115 -0.638 2.323 0.357
C 1.794 -1.426 3.255 -0.357
C 2.191 -0.876 4.465 -0.506
C 1.878 0.445 4.743 -0.467
C 1.206 1.175 3.775 -0.439
N 0.861 0.659 2.607 -0.312
H 0.256 -2.831 -0.218 0.303
H 0.234 -3.221 1.512 0.378
H 1.770 -2.919 0.701 0.376
H -2.279 2.403 -2.988 0.393
H -3.335 2.043 -5.211 0.407
H -3.339 -0.214 -6.208 0.400
H -2.302 -2.104 -5.024 0.399
H -1.291 -1.752 -2.789 0.401
H 2.024 -2.456 3.038 0.360
H 2.717 -1.482 5.188 0.444
H 2.154 0.909 5.675 0.425
H 0.920 2.201 3.946 0.616
S 2.003 3.622 0.663 -0.308
C 2.757 3.173 2.058 0.424
N 3.226 2.822 3.052 -0.371
```

Calculated values
LUMO level (alpha / beta): -0.264 / -0.265 Eh
total charge: +1
largest force on an atom: 0.05821 Eh/bohr

[3]
Density functional theory data (ωB97M-V with the def2-TZVPD basis set) for a structure of composition C15H12BCl5N4OS5Y.

Structure (XYZ):
```
44
Properties=species:S:1:pos:R:3:mulliken_charge:R:1
Y -0.545 0.060 -1.425 0.379
C 1.210 3.288 -2.573 -0.689
N 0.593 3.526 -1.285 0.417
C -0.232 4.579 -0.966 -0.418
C -0.560 4.436 0.336 -0.699
N 0.057 3.309 0.823 0.174
B 0.082 2.933 2.335 0.752
N -0.005 1.390 2.560 0.210
C 0.754 0.742 3.503 -0.649
C 0.323 -0.533 3.604 -0.415
N -0.708 -0.669 2.699 0.292
C -1.528 -1.844 2.513 -0.675
C -0.890 0.519 2.060 -0.191
S -2.069 0.766 0.834 -0.417
C 0.742 2.743 -0.182 -0.433
S 1.632 1.269 -0.172 -0.339
H 0.701 3.880 -3.329 0.300
H 1.132 2.240 -2.850 0.286
H 2.269 3.546 -2.538 0.257
H -0.536 5.306 -1.698 0.446
H -1.194 5.038 0.962 0.478
H 1.132 3.292 2.805 -0.216
H -0.874 3.450 2.854 -0.201
H 1.552 1.245 4.018 0.473
H 0.663 -1.356 4.207 0.440
H -1.179 -2.626 3.185 0.311
H -1.471 -2.197 1.489 0.172
H -2.569 -1.609 2.731 0.330
S -1.494 2.057 -5.686 -0.321
C -1.329 1.279 -4.240 0.165
S -1.931 1.960 -2.753 -0.353
S -0.425 -0.201 -4.083 -0.420
Cl 0.271 -7.311 -0.048 -0.214
C 0.426 -5.654 -0.493 0.318
C -0.696 -4.837 -0.571 -0.168
Cl -2.262 -5.481 -0.260 -0.192
C -0.555 -3.499 -0.898 0.598
Cl -1.945 -2.470 -1.086 -0.171
C 0.702 -2.887 -1.100 -0.100
O 0.829 -1.629 -1.307 -0.465
C 1.818 -3.761 -1.066 0.156
Cl 3.353 -3.061 -1.388 -0.179
C 1.684 -5.108 -0.772 0.167
Cl 3.072 -6.121 -0.748 -0.195
```

Calculated values
LUMO level: 0.075 Eh
total charge: -1
largest force on an atom: 0.01327 Eh/bohr
energy relative to the best compared isomer or geometry (same formula, charge and spin): 18.1 kJ/mol